(1)
# C7H41ClO17P2S

A structure of composition C7H41ClO17P2S in a non-equilibrium geometry (ωB97M-V/def2-TZVPD, OMol25).

Properties
Max |F| in eV Å⁻¹: 2.59
Relative energy (zero: lowest compared OMol25 entry of this formula, charge and spin) in eV: 0.759
LUMO in eV: 0.0
2S+1: 1
Charge: 0
Frontier orbital gap in eV: 9.8

Last column: natural (NBO) charge in e.
Cartesian coordinates (Å):
C (-3.33, -1.04, 2.84)  -0.62
C (-2.41, -2.26, 2.93)  -0.40
C (-1.00, -1.93, 3.39)  -0.42
C (-0.20, -1.06, 2.43)  -0.09
O (-0.66, -1.17, 1.07)  -0.25
O (-1.26, 0.09, 0.71)  -0.58
P (-0.70, 0.42, -0.74)  2.59
O (-0.74, -0.75, -1.59)  -1.12
O (-1.62, 1.61, -1.21)  -1.06
P (-3.19, 1.70, -0.64)  1.12
S (-4.01, 3.37, -1.18)  -0.55
O (0.75, 0.95, -0.49)  -0.81
C (1.22, 1.90, -1.46)  0.09
Cl (2.54, 1.15, -2.39)  -0.05
C (1.70, 3.20, -0.78)  -0.46
C (1.33, 3.31, 0.68)  -0.60
H (-4.33, -1.26, 3.17)  0.23
H (-2.96, -0.21, 3.42)  0.19
H (-3.41, -0.76, 1.80)  0.20
H (-2.84, -2.97, 3.63)  0.21
H (-2.36, -2.78, 1.99)  0.21
H (-0.49, -2.86, 3.62)  0.21
H (-1.10, -1.38, 4.32)  0.21
H (0.83, -1.38, 2.40)  0.21
H (-0.25, -0.03, 2.72)  0.21
H (-3.15, 1.59, 0.75)  0.00
H (-3.87, 0.61, -1.19)  -0.01
H (0.46, 2.18, -2.17)  0.21
H (2.77, 3.29, -0.85)  0.26
H (1.27, 4.01, -1.34)  0.22
H (0.26, 3.22, 0.83)  0.19
H (1.81, 2.55, 1.29)  0.22
H (1.67, 4.26, 1.05)  0.23
O (0.19, -3.45, -0.47)  -0.95
H (-0.22, -2.60, -0.68)  0.49
H (0.91, -3.24, 0.13)  0.46
O (2.76, -1.95, -0.95)  -0.98
H (1.82, -1.78, -1.11)  0.49
H (3.21, -1.34, -1.55)  0.49
O (-4.63, 6.16, 0.80)  -0.95
H (-4.36, 5.28, 0.53)  0.48
H (-4.64, 6.67, -0.02)  0.47
O (5.10, 3.47, -0.29)  -0.97
H (5.77, 2.85, -0.61)  0.50
H (5.52, 4.34, -0.38)  0.47
O (-1.34, 0.03, -4.74)  -0.95
H (-1.31, -0.15, -3.80)  0.48
H (-0.42, 0.12, -5.00)  0.47
O (-6.05, -2.79, 2.21)  -0.96
H (-6.77, -2.96, 2.83)  0.49
H (-6.22, -3.38, 1.47)  0.47
O (3.95, -3.79, -3.18)  -0.95
H (3.69, -3.67, -2.26)  0.47
H (3.15, -4.12, -3.60)  0.47
O (5.65, -4.03, -0.07)  -0.93
H (6.35, -3.40, -0.24)  0.47
H (4.84, -3.57, -0.33)  0.47
O (-6.95, -3.57, 4.85)  -0.95
H (-6.32, -3.05, 5.37)  0.48
H (-7.22, -4.28, 5.45)  0.48
O (0.32, 2.16, -7.01)  -0.94
H (-0.48, 2.08, -6.47)  0.47
H (0.18, 1.54, -7.73)  0.47
O (3.09, 0.20, 1.21)  -0.95
H (2.67, 0.70, 0.51)  0.46
H (3.06, -0.71, 0.89)  0.48
O (7.32, 1.75, -1.24)  -0.95
H (7.60, 2.08, -2.11)  0.48
H (7.02, 0.85, -1.42)  0.48

(2)
# C43H31AsBrCl5IrN3O3

A structure of composition C43H31AsBrCl5IrN3O3 (ωB97M-V/def2-TZVPD, OMol25).

Properties
Max |F| in eV Å⁻¹: 0.97
Relative energy (zero: lowest compared OMol25 entry of this formula, charge and spin) in eV: 0.163
LUMO (spin up / spin down) in eV: -3.0 / -3.7
2S+1: 2
Charge: +1
Frontier orbital gap (spin up / spin down) in eV: 7.5 / 6.8

Last column: Mulliken charge in e.
Cartesian coordinates (Å):
Ir (0.01, 1.23, 0.10)  1.78
C (-1.85, 4.03, 0.33)  -1.20
O (-1.41, 2.87, -0.40)  -0.17
C (-2.12, 2.48, -1.52)  1.14
C (-3.35, 2.99, -1.87)  -0.29
C (-4.00, 2.46, -2.98)  -0.62
Br (-5.69, 3.15, -3.46)  -0.18
C (-3.46, 1.42, -3.69)  -0.83
C (-2.22, 0.90, -3.33)  0.88
C (-1.51, 1.47, -2.27)  -0.41
O (-0.25, 1.06, -1.94)  -0.46
C (-1.69, -0.30, -4.01)  -0.25
N (-1.75, -0.53, -5.29)  -0.70
C (-1.19, -1.79, -5.45)  0.77
C (-0.98, -2.53, -6.62)  -0.85
C (-0.37, -3.76, -6.50)  -0.56
C (0.03, -4.26, -5.25)  -0.57
C (-0.17, -3.55, -4.08)  -0.89
C (-0.79, -2.31, -4.21)  0.56
N (-1.13, -1.33, -3.30)  0.43
H (-2.81, 3.84, 0.80)  0.41
H (-1.91, 4.88, -0.35)  0.50
H (-1.10, 4.21, 1.10)  0.12
H (-3.82, 3.78, -1.29)  0.60
H (-4.00, 0.98, -4.52)  0.60
H (0.77, 1.70, -2.83)  0.16
H (-1.30, -2.15, -7.58)  0.46
H (-0.20, -4.37, -7.38)  0.40
H (0.50, -5.24, -5.19)  0.43
H (0.12, -3.94, -3.12)  0.51
H (-0.94, -1.33, -2.31)  -0.03
Cl (3.32, 1.25, 0.30)  -0.16
C (2.58, -0.32, 0.29)  1.36
C (1.19, -0.35, 0.24)  -3.29
C (0.60, -1.61, 0.30)  1.77
Cl (-1.14, -1.63, 0.24)  -0.13
C (1.33, -2.79, 0.43)  -0.05
Cl (0.52, -4.30, 0.54)  -0.18
C (2.72, -2.71, 0.48)  0.26
Cl (3.65, -4.14, 0.66)  -0.18
C (3.35, -1.47, 0.40)  0.32
Cl (5.06, -1.36, 0.47)  -0.18
O (1.52, 2.07, -3.50)  -0.56
N (2.14, 0.93, -3.93)  0.30
C (3.39, 0.71, -3.50)  -0.21
C (4.04, -0.43, -3.90)  -0.74
C (3.39, -1.33, -4.73)  -0.28
C (2.10, -1.06, -5.17)  -0.74
C (1.49, 0.11, -4.76)  -0.19
H (3.79, 1.47, -2.84)  0.52
H (5.05, -0.61, -3.54)  0.47
H (3.88, -2.24, -5.03)  0.46
H (1.55, -1.73, -5.81)  0.51
H (0.51, 0.44, -5.08)  0.86
C (1.22, -2.67, 4.37)  -0.61
C (-0.12, -2.33, 4.27)  -0.74
C (-0.49, -1.08, 3.78)  -0.29
C (0.49, -0.17, 3.39)  0.22
C (1.84, -0.51, 3.51)  -0.71
C (2.20, -1.75, 4.00)  -0.75
As (0.04, 1.45, 2.46)  0.90
C (1.24, 2.76, 3.21)  0.29
C (1.60, 2.71, 4.55)  -0.48
C (2.45, 3.67, 5.08)  -0.73
C (2.94, 4.68, 4.26)  -0.59
C (2.59, 4.73, 2.92)  -0.87
C (1.74, 3.76, 2.39)  -0.41
C (-1.73, 1.97, 3.06)  0.14
C (-2.82, 1.38, 2.43)  -0.06
C (-4.11, 1.75, 2.77)  -0.82
C (-4.31, 2.73, 3.73)  -0.63
C (-3.23, 3.32, 4.36)  -0.73
C (-1.93, 2.94, 4.03)  -0.27
H (1.50, -3.64, 4.75)  0.42
H (-0.88, -3.03, 4.56)  0.45
H (-1.54, -0.82, 3.69)  0.37
H (2.61, 0.20, 3.22)  0.54
H (3.25, -2.02, 4.09)  0.46
H (1.22, 1.91, 5.19)  0.50
H (2.73, 3.63, 6.12)  0.44
H (3.61, 5.42, 4.67)  0.40
H (2.98, 5.50, 2.28)  0.45
H (1.48, 3.78, 1.34)  0.41
H (-2.66, 0.63, 1.66)  0.29
H (-4.96, 1.29, 2.28)  0.45
H (-5.32, 3.03, 3.99)  0.42
H (-3.39, 4.09, 5.11)  0.43
H (-1.09, 3.42, 4.52)  0.38

(3)
# CHClOS2

The molecule CHClOS2 in a non-equilibrium geometry (ωB97M-V/def2-TZVPD, OMol25).

Properties
Max |F| in eV Å⁻¹: 3.87
Relative energy (zero: lowest compared OMol25 entry of this formula, charge and spin) in eV: 2.784
Structure (SMILES): S=C(S)OCl
LUMO (spin up / spin down) in eV: -2.7 / -2.7
2S+1: 1
Charge: 0
Frontier orbital gap (spin up / spin down) in eV: 6.6 / 6.6

Last column: natural (NBO) charge in e.
Cartesian coordinates (Å):
C (-0.02, 0.40, 0.06)  0.04
O (-1.27, 0.36, 0.31)  -0.43
S (0.56, 1.92, -0.15)  0.01
S (0.94, -1.06, 0.09)  0.09
Cl (-2.32, -1.17, -0.21)  0.13
H (2.11, -0.44, -0.09)  0.16

(4)
# C6H19N3Si3

The molecule C6H19N3Si3 in a non-equilibrium geometry (ωB97M-V/def2-TZVPD, OMol25).

Properties
Max |F| in eV Å⁻¹: 4.20
Relative energy (zero: lowest compared OMol25 entry of this formula, charge and spin) in eV: 2.296
LUMO (spin up / spin down) in eV: 0.6 / -1.5
2S+1: 3
Charge: 0
Frontier orbital gap (spin up / spin down) in eV: 4.7 / 7.4

Last column: natural (NBO) charge in e.
Cartesian coordinates (Å):
C (-0.74, -0.15, -0.21)  0.36
C (1.06, 1.44, -0.86)  -0.02
C (-1.91, -2.88, -0.94)  -0.63
C (1.62, 1.53, 2.06)  -0.62
C (-2.27, -1.96, 0.29)  -0.21
C (2.66, 1.45, 0.97)  -0.21
N (-0.37, 1.09, -0.26)  -0.73
N (-1.98, -0.59, 0.01)  -0.73
N (2.08, 0.70, -0.15)  -0.85
Si (-3.40, 0.61, -0.02)  0.41
Si (3.19, -0.50, -0.84)  1.07
Si (-1.90, 2.28, 0.16)  0.58
H (-0.04, -1.05, -0.34)  0.18
H (4.57, -0.01, -0.89)  -0.16
H (0.88, 1.09, -1.90)  0.20
H (1.17, 2.51, -0.82)  0.20
H (-0.89, -2.89, -1.25)  0.20
H (-2.04, -3.98, -0.84)  0.22
H (-2.61, -2.53, -1.71)  0.22
H (2.01, 1.84, 2.99)  0.21
H (0.71, 2.10, 1.91)  0.22
H (1.28, 0.39, 2.23)  0.21
H (-3.29, -2.13, 0.48)  0.23
H (-1.67, -2.33, 1.20)  0.19
H (3.13, 2.39, 0.60)  0.18
H (3.49, 0.90, 1.19)  0.19
H (-4.27, -0.35, -0.82)  -0.18
H (-4.06, 0.29, 1.30)  -0.17
H (2.89, -0.69, -2.29)  -0.18
H (2.63, -1.65, -0.15)  -0.16
H (-1.93, 3.08, -1.14)  -0.20

(5)
# C3H4N2O2

A structure of composition C3H4N2O2 in a non-equilibrium geometry (ωB97M-V/def2-TZVPD, OMol25).

Properties
Max |F| in eV Å⁻¹: 5.54
Relative energy (zero: lowest compared OMol25 entry of this formula, charge and spin) in eV: 2.895
LUMO in eV: 0.5
2S+1: 1
Charge: 0
Frontier orbital gap in eV: 10.9

Last column: natural (NBO) charge in e.
Cartesian coordinates (Å):
C (0.20, -0.87, 1.65)  -0.42
N (0.80, 0.32, 1.05)  -0.48
C (-0.62, 0.41, -1.37)  0.89
O (-0.96, 1.44, -2.14)  -0.64
C (1.01, 0.33, -0.14)  0.64
O (-1.32, -0.51, -1.07)  -0.54
N (0.95, 0.42, -1.31)  -0.57
H (-0.18, 2.02, -2.20)  0.51
H (-0.85, -0.66, 1.89)  0.22
H (0.25, -1.79, 1.05)  0.20
H (0.72, -1.10, 2.58)  0.20

(6)
# C8H9O2

The ion C8H9O2 with charge -1 in a non-equilibrium geometry (ωB97M-V/def2-TZVPD, OMol25).

Properties
Max |F| in eV Å⁻¹: 4.42
Relative energy (zero: lowest compared OMol25 entry of this formula, charge and spin) in eV: 3.268
Structure (SMILES): CC(C)=C/C=C(/[O-])C=C=O
LUMO in eV: 3.7
2S+1: 1
Charge: -1
Frontier orbital gap in eV: 6.4

Last column: natural (NBO) charge in e.
Cartesian coordinates (Å):
C (0.88, -0.30, 1.51)  -0.52
C (-0.88, 1.39, 1.43)  -0.61
C (0.20, -0.99, 0.39)  -0.20
C (-1.87, 0.59, 1.54)  0.67
C (0.48, 0.86, 1.99)  0.43
C (0.28, -0.53, -0.86)  0.00
C (-0.44, -1.22, -2.01)  -0.65
C (1.02, 0.67, -1.36)  -0.66
O (-2.55, -0.39, 1.41)  -0.54
O (1.08, 1.62, 2.83)  -0.77
H (1.55, -0.91, 2.09)  0.19
H (-1.04, 2.50, 1.59)  0.25
H (-0.38, -1.89, 0.46)  0.17
H (-0.34, -2.28, -1.86)  0.20
H (-0.06, -0.86, -2.92)  0.19
H (-1.52, -1.08, -1.95)  0.20
H (1.70, 0.96, -0.64)  0.23
H (0.30, 1.50, -1.45)  0.21
H (1.60, 0.36, -2.18)  0.19

- The highest relative energy (zero: lowest compared OMol25 entry of this formula, charge and spin) belongs to which entry?
  C8H9O2

- The lowest charge belongs to which entry?
  C8H9O2

- 2S+1 of number 6 (C8H9O2)?
  1

- Which of these has the highest 2S+1?
  C6H19N3Si3